Below is a single H4OSSi molecule, with properties calculated with ωB97M-V with the def2-TZVPD basis set.

Last column: Mulliken charge in e.
Geometry (Å):
O: 1.3023 0.8090 -0.2426  -0.398
Si: 0.4866 -0.6325 -0.3264  0.572
S: -1.9578 0.0474 0.2752  -0.435
H: 1.0115 1.3498 0.4890  0.322
H: 0.3834 -1.5313 -1.4758  -0.076
H: 0.6916 -1.4219 0.8448  -0.071
H: -1.9177 1.3795 0.4358  0.086

Atomic forces in eV per Å
O 0.0617 -1.1953 -1.0412
Si -3.0552 1.9149 1.4088
S 1.9020 -0.9098 -0.6367
H -0.1137 0.2346 0.2880
H 0.3743 0.5470 -0.4764
H 0.4214 -0.5464 0.6227
H 0.4095 -0.0450 -0.1652

Computed properties:
* relative energy (zero: lowest compared OMol25 entry of this formula, charge and spin): 1.034 eV
* E_LUMO: 0.26 eV
* gap between HOMO and LUMO: 9.16 eV
* E_HOMO: -8.90 eV

***

Below is C14H16F5RuS5 as an isolated structure, with properties calculated with ωB97M-V with the def2-TZVPD basis set.

Last column: Mulliken charge in e.
Geometry (Å):
Ru: 0.3077 0.1050 0.8535  0.448
C: -2.3689 1.1410 2.4430  -0.830
C: -1.1894 1.3226 3.3800  -0.584
S: 0.0366 -0.0376 3.1538  -0.011
C: 1.6191 0.8211 3.5543  -0.623
C: 2.7983 0.0775 2.9444  -0.751
S: 2.6327 -0.3052 1.1585  0.050
C: 3.4051 1.0549 0.2025  -0.782
C: 2.5152 2.2455 -0.1083  -0.585
S: 0.8681 1.7153 -0.7472  0.034
C: -0.2358 3.0210 -0.0527  -0.650
C: -1.6802 2.5458 -0.0504  -0.704
S: -1.9411 0.8834 0.6803  -0.010
H: -3.0504 1.9904 2.5050  0.561
H: -2.9428 0.2538 2.7033  0.419
H: -1.5200 1.2710 4.4184  0.536
H: -0.6757 2.2724 3.2287  0.350
H: 1.6972 0.8346 4.6430  0.500
H: 1.5539 1.8525 3.2035  0.305
H: 2.9394 -0.8975 3.4118  0.459
H: 3.7215 0.6401 3.0893  0.497
H: 3.7440 0.5591 -0.7083  0.444
H: 4.2980 1.3775 0.7400  0.486
H: 2.9675 2.8520 -0.8941  0.519
H: 2.3481 2.8816 0.7605  0.364
H: -0.1186 3.8985 -0.6905  0.513
H: 0.1145 3.2768 0.9477  0.302
H: -2.0745 2.4613 -1.0635  0.449
H: -2.3121 3.2572 0.4826  0.463
F: -4.2055 -5.4815 -0.4196  -0.170
C: -3.2287 -4.6522 -0.3300  0.611
C: -3.3038 -3.6113 0.6358  -0.056
F: -4.3498 -3.5440 1.4144  -0.213
C: -2.2763 -2.7264 0.7386  0.105
F: -2.3128 -1.7934 1.6923  -0.150
C: -1.1325 -2.8137 -0.0952  0.532
S: 0.2496 -1.8181 -0.0937  0.070
C: -1.0869 -3.8921 -1.0405  0.249
F: -0.0326 -3.9913 -1.8104  -0.223
C: -2.1123 -4.7937 -1.1634  0.267
F: -2.0677 -5.7655 -2.0323  -0.191

Atomic forces in eV per Å
Ru 0.0921 0.0907 -0.1309
C 0.0217 0.0117 -0.0203
C 0.0238 -0.0241 -0.0379
S -0.0205 -0.0791 -0.0782
C 0.0142 -0.0373 -0.0395
C -0.0312 0.0172 -0.0009
S 0.0341 0.1234 0.0406
C -0.0226 0.0033 0.0175
C -0.0225 -0.0348 0.0268
S -0.0110 0.0413 0.0168
C -0.0234 -0.0406 -0.0385
C 0.0113 -0.0376 -0.0133
S 0.0536 -0.0652 0.0471
H 0.0271 0.0246 0.0054
H -0.0464 -0.0195 0.0005
H 0.0070 0.0249 0.0232
H 0.0134 -0.0052 -0.0119
H 0.0161 0.0199 0.0084
H -0.0148 -0.0018 -0.0093
H -0.0001 -0.0144 0.0012
H 0.0024 0.0002 0.0119
H -0.0176 -0.0089 -0.0095
H 0.0230 -0.0004 -0.0169
H 0.0117 0.0276 0.0043
H -0.0207 -0.0155 0.0272
H -0.0135 0.0236 0.0015
H 0.0306 -0.0018 0.0191
H 0.0116 -0.0120 -0.0081
H -0.0105 0.0101 -0.0144
F 0.0136 0.0113 0.0020
C -0.0452 0.0276 0.0540
C -0.0454 -0.0867 -0.0306
F -0.0103 0.0080 0.0208
C 0.1203 0.1556 0.2247
F -0.0052 -0.1142 -0.1292
C 0.0730 0.2955 -0.1672
S -0.3424 -0.3073 0.3480
C 0.1733 0.1117 -0.0815
F -0.0681 -0.0376 -0.0172
C -0.0130 -0.0995 -0.0455
F 0.0105 0.0152 -0.0003

Computed properties:
* relative energy (zero: lowest compared OMol25 entry of this formula, charge and spin): 0.242 eV
* charge: +3
* E_LUMO (alpha / beta): -12.74 / -12.37 eV
* gap between HOMO and LUMO (alpha / beta): 6.00 / 6.41 eV
* E_HOMO (alpha / beta): -18.74 / -18.78 eV

***

Below is a single C18H23FN4 molecule, with properties calculated with ωB97M-V with the def2-TZVPD basis set.

Last column: Mulliken charge in e.
Geometry (Å):
C: 3.0357 -1.9194 0.7428  -1.545
C: 1.7531 -1.3243 0.2757  0.699
C: 1.5339 -0.2457 -0.5260  -1.182
C: 0.1275 -0.0567 -0.6365  1.263
C: -0.4712 -1.0357 0.1301  0.540
N: 0.5254 -1.8054 0.6825  0.533
C: 0.3334 -2.9095 1.5221  -0.745
C: 0.8148 -4.1673 1.1668  0.015
C: 0.6305 -5.2580 1.9959  -0.835
C: -0.0462 -5.1175 3.1961  -0.352
C: -0.5337 -3.8781 3.5722  -0.732
C: -0.3355 -2.7927 2.7409  0.746
F: -0.7898 -1.5862 3.1379  -0.327
H: -1.0564 -3.7362 4.5050  0.434
H: -0.1938 -5.9693 3.8415  0.397
H: 1.0108 -6.2236 1.7000  0.389
H: 1.3259 -4.2771 0.2230  0.487
C: -1.9113 -1.3457 0.3435  -1.794
H: -2.2908 -0.8655 1.2470  0.254
H: -2.0638 -2.4210 0.4399  0.351
H: -2.4962 -0.9886 -0.5006  0.504
C: -0.5351 0.9700 -1.3946  -0.605
N: 0.1590 1.7993 -2.0718  -0.274
N: -0.3394 2.7500 -2.8607  0.198
C: 0.6064 3.7976 -3.1978  -0.671
C: 0.1257 5.1592 -2.6406  -0.758
N: -0.6594 5.0317 -1.4308  0.010
C: 0.1092 4.5823 -0.2851  -0.879
H: 0.9695 5.2409 -0.1704  0.292
H: -0.5120 4.6748 0.6058  0.352
H: 0.4672 3.5477 -0.3554  0.286
C: -1.8758 4.2647 -1.6755  -0.645
C: -1.7059 3.2273 -2.8087  -0.900
H: -2.3903 2.3889 -2.6773  0.330
H: -1.9156 3.6842 -3.7802  0.391
H: -2.6755 4.9655 -1.9465  0.335
H: -2.1629 3.7651 -0.7489  0.374
H: -0.5044 5.6640 -3.3790  0.325
H: 0.9836 5.8020 -2.4349  0.355
H: 1.5687 3.5122 -2.7716  0.384
H: 0.7104 3.8574 -4.2885  0.331
H: -1.6281 0.9817 -1.3414  0.140
H: 2.2751 0.3656 -0.9980  0.538
H: 2.9680 -2.2225 1.7873  0.335
H: 3.3117 -2.7952 0.1535  0.255
H: 3.8290 -1.1835 0.6409  0.400

Atomic forces in eV per Å
C -0.0723 -0.0422 -0.0662
C 0.3985 0.2341 -0.0071
C -0.0824 -0.1880 0.0863
C 0.1590 -0.6872 0.5946
C -0.2606 0.3991 -0.4330
N 0.0726 0.2115 -0.0885
C -0.1622 -0.3825 0.3752
C -0.1372 0.1319 0.0745
C 0.0631 -0.1084 -0.0014
C 0.0022 0.0594 -0.0280
C -0.0263 0.1087 -0.0286
C 0.1115 0.0258 -0.0713
F 0.1006 -0.1747 -0.1197
H -0.0551 0.0482 0.0818
H -0.0200 -0.0743 0.0630
H 0.0331 -0.0792 -0.0303
H 0.0342 0.0273 -0.1061
C 0.0461 0.1181 0.0925
H -0.0805 -0.0518 0.0182
H -0.0918 -0.0175 -0.0223
H -0.0629 -0.0347 -0.0400
C -0.6356 0.4140 -0.2850
N 0.3983 -0.5065 0.4412
N -0.2368 0.3186 -0.4866
C 0.0960 0.1440 -0.1250
C -0.0486 -0.0257 -0.0366
N 0.0429 -0.0198 0.0004
C -0.0120 -0.0482 0.0207
H 0.0571 0.0190 0.0828
H 0.0591 -0.0190 0.0763
H 0.0262 0.0096 0.0384
C -0.1524 0.1072 -0.0736
C 0.0537 -0.1200 0.3278
H -0.0423 0.0560 -0.1085
H -0.0404 -0.0582 0.0578
H -0.0903 -0.1628 0.0320
H -0.0264 0.0483 -0.0067
H 0.1004 0.0401 -0.0475
H -0.0234 0.0337 -0.1048
H -0.0921 -0.0019 -0.0596
H 0.1023 0.0754 0.0378
H 0.0436 0.1389 -0.1602
H 0.2326 0.1021 -0.0719
H 0.0934 -0.0154 0.0504
H 0.0768 -0.0660 0.0423
H 0.0482 0.0129 0.0146

Computed properties:
* E_LUMO: 0.83 eV
* gap between HOMO and LUMO: 7.69 eV
* E_HOMO: -6.86 eV

***

Below is C34H55BrN3OP2Re as an isolated structure, with properties calculated with ωB97M-V with the def2-TZVPD basis set.

Last column: Mulliken charge in e.
Geometry (Å):
C: 2.1852 -1.2463 -1.8822  0.637
C: 1.6788 0.9154 -2.7556  1.188
C: 3.0972 -1.4638 -2.9090  -0.659
C: 2.3993 0.5878 -3.9350  -1.145
C: 3.1264 -0.5871 -3.9906  -0.944
H: 3.7358 -2.3371 -2.8190  0.650
H: 2.4251 1.3431 -4.7151  0.622
H: 3.7336 -0.8212 -4.8643  0.513
N: 1.4454 -0.1149 -1.8472  0.823
P: 0.3446 -2.1073 0.0200  0.183
P: 0.4376 2.5117 -0.8409  0.224
C: 2.0597 -2.2043 -0.7107  -2.132
H: 2.3135 -3.2317 -1.0176  0.828
H: 2.7864 -1.9160 0.0787  0.709
C: 1.2961 2.2275 -2.4177  -2.016
H: 1.5015 2.9936 -3.1598  0.486
C: -1.2447 3.5137 -0.8361  2.564
C: 1.8207 3.7947 -0.3522  1.370
C: -0.5308 -3.4827 -1.0387  2.219
C: 0.6996 -2.9322 1.7472  1.961
C: -2.3705 2.6050 -0.3339  -1.919
H: -2.2405 2.3749 0.7309  0.346
H: -3.3389 3.1161 -0.4433  0.726
H: -2.4277 1.6595 -0.8800  0.089
C: -1.2620 4.7082 0.1264  -1.891
H: -1.0112 4.3991 1.1486  0.394
H: -0.6089 5.5282 -0.1782  0.288
H: -2.2829 5.1227 0.1552  0.526
C: -1.5229 3.9622 -2.2687  -1.600
H: -2.4764 4.5138 -2.2857  0.526
H: -0.7497 4.6378 -2.6558  0.286
H: -1.6122 3.1047 -2.9465  0.110
C: 1.7288 4.1448 1.1343  -1.623
H: 1.7617 3.2377 1.7525  0.174
H: 2.6067 4.7582 1.3895  0.565
H: 0.8385 4.7173 1.3975  0.290
C: 3.1988 3.1724 -0.6058  -1.604
H: 3.3400 2.2513 -0.0342  0.202
H: 3.3573 2.9687 -1.6705  0.353
H: 3.9561 3.9020 -0.2768  0.665
C: 1.7309 5.0478 -1.2400  -1.037
H: 1.6966 4.8000 -2.3073  0.235
H: 0.8855 5.7027 -1.0032  0.185
H: 2.6436 5.6423 -1.0730  0.472
C: -0.6266 -3.4152 2.3407  -1.880
H: -0.4548 -3.7356 3.3803  0.576
H: -1.3765 -2.6137 2.3660  0.271
H: -1.0528 -4.2762 1.8150  0.347
C: 1.2761 -1.8805 2.7024  -1.710
H: 2.2385 -1.4852 2.3563  0.263
H: 0.5784 -1.0462 2.8590  0.333
H: 1.4512 -2.3652 3.6769  0.683
C: 1.7208 -4.0841 1.6979  -1.577
H: 2.6528 -3.7872 1.2032  0.324
H: 1.9705 -4.3442 2.7390  0.529
H: 1.3384 -4.9915 1.2227  0.320
C: -0.3328 -3.1250 -2.5165  -1.617
H: 0.7103 -3.2563 -2.8341  0.181
H: -0.9582 -3.7895 -3.1325  0.737
H: -0.6425 -2.0962 -2.7249  -0.007
C: -2.0264 -3.5219 -0.7064  -1.555
H: -2.5436 -2.6255 -1.0461  0.018
H: -2.4723 -4.3834 -1.2358  0.633
H: -2.2189 -3.6592 0.3646  0.270
C: 0.0242 -4.8975 -0.8245  -1.767
H: 1.1101 -4.9578 -0.9621  0.295
H: -0.2600 -5.3218 0.1468  0.433
H: -0.4315 -5.5477 -1.5902  0.541
Re: 0.0968 0.1838 -0.2343  2.071
C: 1.5855 0.5644 0.8705  -0.488
O: 2.5461 0.7537 1.5534  -0.434
N: -2.1127 -0.4462 -1.6797  -0.204
C: -2.7627 -0.6934 -2.6434  -0.259
C: -3.0739 -0.4256 -4.1172  1.684
C: -2.1876 0.7645 -4.5353  -1.243
C: -2.7413 -1.6744 -4.9232  -1.449
C: -4.5513 -0.1053 -4.2812  -1.795
H: -2.6431 1.6989 -4.1624  0.321
H: -1.1861 0.6423 -4.0894  0.158
H: -2.0809 0.8545 -5.6253  0.462
H: -3.3936 -2.5025 -4.6103  0.417
H: -2.9023 -1.5079 -5.9978  0.450
H: -1.6926 -1.9654 -4.7775  0.242
H: -4.7869 0.1007 -5.3314  0.441
H: -5.1649 -0.9575 -3.9700  0.442
H: -4.8257 0.7779 -3.7000  0.399
Br: -4.9498 -1.5347 2.3485  -0.039
C: -3.3642 -0.4661 2.4325  -0.288
C: -3.1435 0.3787 3.5209  -0.622
C: -1.9407 1.0901 3.5469  -0.936
C: -1.0254 0.9654 2.5024  -0.047
N: -1.2782 0.1759 1.4216  1.123
C: -2.4386 -0.5497 1.3951  -0.319
H: -3.8828 0.4622 4.3045  0.505
H: -1.6798 1.7586 4.3642  0.555
H: -0.0830 1.5238 2.4882  0.227
H: -2.6081 -1.1563 0.5031  0.146

Atomic forces in eV per Å
C -0.0554 0.4865 0.2895
C 0.0875 -0.6680 -0.1103
C -0.1232 -0.1392 0.0404
C 0.0018 0.5532 0.4822
C 0.0856 -0.1876 -0.2611
H -0.0445 0.1158 -0.3575
H 0.2040 -0.2282 -0.0087
H -0.0886 0.1278 0.2171
N 0.3945 -0.0539 0.0800
P 2.0646 -4.7057 0.7435
P 0.9799 2.7164 -0.3791
C 0.0889 0.3425 -0.4180
H -0.1458 0.4246 0.1310
H -0.3458 -0.0449 -0.4104
C -1.4907 -1.3806 -0.8839
H -0.1479 0.0466 0.2961
C -0.4743 0.0551 -0.1167
C 0.1588 0.1048 0.6733
C -0.6544 0.1085 -0.3653
C -0.2796 0.3029 0.3444
C -0.0110 -0.4513 0.0205
H -0.1175 0.1518 -0.2461
H 0.3367 -0.0688 -0.0409
H -0.1100 0.1594 -0.0064
C 0.2965 0.2176 0.1406
H -0.2091 0.1442 -0.2376
H -0.2625 -0.2301 0.2201
H 0.2449 -0.2995 -0.1260
C 0.0646 0.0826 -0.2959
H 0.2622 -0.1770 0.0244
H -0.1630 -0.1409 0.0850
H 0.0281 0.1983 0.1017
C 0.0542 0.0970 0.2052
H 0.0828 0.2387 -0.0165
H -0.2628 -0.1958 0.0210
H 0.3288 -0.0918 -0.0553
C 0.0261 -0.1979 -0.0081
H 0.1733 0.1787 -0.1706
H 0.1939 0.0778 0.2652
H -0.2244 -0.3043 -0.1223
C -0.2740 0.1848 -0.0666
H 0.0749 0.2105 0.2377
H 0.4058 -0.2468 -0.1843
H -0.2432 -0.2590 -0.0259
C -0.2165 -0.2229 0.1819
H 0.0004 0.1224 -0.2932
H 0.1130 -0.2014 0.0641
H 0.1680 0.2085 0.1579
C 0.0390 0.2295 -0.0063
H -0.1647 -0.1766 0.1747
H 0.2123 -0.2070 0.0593
H -0.0711 0.2275 -0.3406
C -0.0107 -0.1306 -0.2348
H -0.1256 -0.1568 0.2174
H -0.0912 0.1318 -0.3256
H 0.2038 0.3262 0.2145
C 0.0729 0.2134 -0.1039
H -0.2708 -0.0271 0.0141
H 0.2081 0.1288 0.2194
H 0.1702 -0.2073 -0.0597
C -0.3279 -0.0994 0.0468
H 0.0263 -0.2370 0.0966
H 0.1651 0.3390 0.2133
H -0.0141 -0.0081 -0.3839
C 0.2142 -0.0686 0.2246
H -0.2448 -0.0967 0.0797
H 0.1428 0.1408 -0.3523
H 0.1079 0.3405 0.1667
Re -2.5542 1.0125 -0.0909
C 4.8652 0.8055 3.3437
O -4.5139 -0.7597 -3.1834
N -1.4420 -0.9451 -2.4831
C 3.1899 2.6240 1.9292
C -0.6119 -0.5620 -0.2674
C 0.2047 0.3877 0.6739
C 0.2507 -0.6740 0.0321
C -0.5100 0.0879 0.1105
H 0.2954 -0.3577 -0.1546
H -0.2192 0.1740 -0.3066
H -0.2394 -0.2889 0.3126
H 0.2629 0.1299 -0.1585
H -0.0127 0.1263 0.3912
H -0.2382 -0.0148 -0.1455
H 0.2077 -0.0478 0.1619
H 0.0271 0.2169 -0.0262
H -0.0931 -0.0945 -0.0140
Br 0.7735 0.4882 -0.0383
C -0.4699 -0.4504 -0.2423
C 0.6276 -0.0320 -0.5243
C 0.3674 0.0810 -0.2283
C -0.6115 -0.2358 -0.0257
N -0.5243 0.0368 0.3143
C 0.4121 0.6426 0.2192
H 0.0362 0.0327 0.0865
H -0.1990 -0.1732 -0.0763
H -0.4717 -0.2324 0.1544
H -0.0268 0.1986 0.4995

Computed properties:
* relative energy (zero: lowest compared OMol25 entry of this formula, charge and spin): 0.692 eV
* ⟨S²⟩: 3.808
* multiplicity: 4
* charge: +3
* E_LUMO (alpha / beta): -8.89 / -12.02 eV
* gap between HOMO and LUMO (alpha / beta): 7.70 / 5.27 eV
* E_HOMO (alpha / beta): -16.59 / -17.29 eV

***

Below is a 2-piece molecular cluster, C14H16 overall, with properties calculated with ωB97M-V with the def2-TZVPD basis set.

Last column: Mulliken charge in e.
Geometry (Å):
C: 2.7265 0.4932 3.2661  -1.422
C: 1.9212 -0.4823 0.9731  -0.479
C: 2.9273 0.1684 1.7556  0.657
C: 2.2450 -0.7746 -0.3999  -0.153
C: 4.1613 0.5421 1.1677  -0.465
C: 3.3878 -0.2333 -1.0437  -0.852
C: 4.3698 0.4060 -0.2200  -0.333
H: 1.1560 -0.8412 1.4959  0.631
H: 1.3821 -1.1885 -0.9773  0.257
H: 2.9224 1.5231 3.5737  0.327
H: 3.4602 -0.0180 3.8743  0.343
H: 5.0490 0.7727 1.7911  0.314
H: 3.7366 -0.6999 -1.8313  0.430
H: 5.2497 0.8241 -0.6755  0.386
H: 1.7639 0.2074 3.6397  0.368
C: -4.9790 1.3435 -1.4354  -1.409
C: -1.5461 0.3098 -0.3760  -0.049
C: -2.6241 1.0418 -0.7755  -0.847
C: -1.5489 -1.1068 -0.3686  -0.478
C: -3.8503 0.4638 -1.1062  1.003
C: -2.7248 -1.6157 -0.8739  -0.377
C: -3.9426 -0.9210 -1.1054  -0.605
H: -0.6569 0.8728 -0.1560  0.400
H: -2.6040 2.1173 -0.8091  0.287
H: -0.8267 -1.7836 0.0143  0.427
H: -2.7854 -2.7516 -0.9723  0.235
H: -4.8828 2.3197 -1.0576  0.390
H: -5.8540 1.0494 -0.8256  0.355
H: -4.8818 -1.4187 -1.3935  0.353
H: -5.3673 1.2067 -2.4382  0.305

Atomic forces in eV per Å
C 0.7310 -0.2724 -0.8164
C 5.9926 2.0250 -2.3475
C -0.0813 0.2331 0.3131
C -1.6566 1.4053 0.6896
C -0.0109 -0.4731 -0.7480
C -0.9539 0.8779 6.4738
C -1.7196 -0.3991 0.4912
H -3.5627 -1.3739 1.4948
H 1.2392 -0.1927 0.2381
H -0.3028 0.2244 -0.6888
H 0.2728 -0.6342 0.0233
H -0.9227 0.4445 -0.2928
H 1.1547 -1.4149 -4.8289
H 0.4414 -0.2861 -0.0360
H -0.6396 -0.1521 0.0217
C -2.2886 -1.4275 0.8336
C 1.4966 -0.7192 0.2766
C -0.9320 0.0382 -0.1467
C -1.9564 2.1051 -0.8787
C 0.5160 -0.4846 0.2243
C -1.8182 -3.3274 0.3983
C 1.4451 0.2328 -0.6171
H 0.3869 -0.0362 0.3930
H 0.3944 0.2603 0.0654
H 0.9010 -0.0519 -0.0032
H 0.0386 1.5251 0.2068
H 0.6453 1.6130 -0.4287
H 0.1551 -0.3935 -0.1167
H 0.6892 0.0823 0.1970
H 0.3454 0.5718 -0.3910

Computed properties:
* relative energy (zero: lowest compared OMol25 entry of this formula, charge and spin): 2.075 eV
* E_LUMO: 0.95 eV
* gap between HOMO and LUMO: 9.85 eV
* E_HOMO: -8.90 eV

***

Max |F| per entry: 3.87 0.58 0.92 5.96 6.75 eV/A
E_tot per entry: -20825.4922 -85094.1525 -27715.6098 -133392.6014 -14775.6905 eV